# 1
Density functional theory data (ωB97M-V/def2-TZVPD) for a 2-piece molecular cluster, C2H2BrCl3 overall at a distorted geometry.

XYZ file:
```
8
Properties=species:S:1:pos:R:3:forces:R:3:mulliken_charge:R:1
C 1.227 2.022 1.112 -1.60 -2.21 3.43 -0.12
C -2.232 0.364 -0.644 -1.40 0.10 -0.07 -0.31
Cl 2.456 2.201 0.037 1.12 0.12 -0.77 -0.09
Cl -0.387 1.819 0.492 0.93 0.51 0.36 -0.03
Cl -2.790 1.349 -1.961 0.59 -0.68 0.49 -0.08
Br -3.494 0.134 0.742 0.18 0.10 -0.07 -0.03
H 1.371 1.359 2.127 -0.03 1.90 -2.79 0.28
H -1.686 -0.553 -0.792 0.22 0.16 -0.59 0.39
```
Positions in Å, forces in eV/Å.

Calculated values
- Kohn-Sham gap (spin up / spin down) (eV) = 7.792 / 8.120
- highest occupied orbital energy (spin up / spin down) (eV) = -8.488 / -8.525
- energy relative to the best compared isomer or geometry (same formula, charge and spin) (kcal/mol) = 88.2
- net charge = 0

=====

# 2
Density functional theory data (ωB97M-V/def2-TZVPD) for one molecule with the formula C3H5N3 at a distorted geometry.

XYZ file:
```
11
Properties=species:S:1:pos:R:3:forces:R:3:mulliken_charge:R:1
N -1.797 -0.135 0.161 0.04 0.09 -0.13 -0.48
C -0.445 0.152 0.042 0.43 -0.39 0.00 0.60
C 0.510 -0.875 0.091 0.01 -0.21 0.04 -0.65
C 1.781 -0.312 0.009 0.11 0.49 -0.09 -0.07
N 1.975 0.965 -0.094 -2.98 0.86 0.00 -0.38
N 0.076 1.358 -0.075 0.89 -0.83 0.06 -0.38
H -2.039 -1.081 -0.104 0.06 0.23 0.11 0.23
H -2.479 0.539 -0.157 0.27 0.02 0.00 0.22
H 0.279 -1.918 0.225 0.10 -0.03 -0.05 0.29
H 2.756 -0.820 -0.003 -0.41 -0.09 0.08 0.40
H -0.617 2.128 -0.093 1.47 -0.13 -0.02 0.21
```
Positions in Å, forces in eV/Å.

Calculated values
- Kohn-Sham gap (eV) = 8.325
- highest occupied orbital energy (eV) = -8.062
- energy relative to the best compared isomer or geometry (same formula, charge and spin) (kcal/mol) = 64.7
- net charge = 0

=====

# 3
Density functional theory data (ωB97M-V/def2-TZVPD) for a 3-piece molecular cluster, C2H10NO3 overall at a distorted geometry.

XYZ file:
```
16
Properties=species:S:1:pos:R:3:forces:R:3:mulliken_charge:R:1
C 1.366 0.734 0.230 0.93 0.20 0.29 -0.52
O 1.250 -0.555 -0.316 0.25 0.08 0.94 -0.52
C 0.192 1.655 -0.034 -0.66 0.81 0.09 -0.38
N -0.925 1.416 0.845 -0.93 -0.27 1.00 -0.57
H 1.582 0.735 1.318 -0.38 -0.23 -0.24 0.30
H 2.276 1.164 -0.209 -0.13 0.22 -0.22 0.29
H 0.453 2.715 0.178 0.43 -0.45 -0.31 0.37
H -0.075 1.611 -1.101 0.16 -0.11 -0.17 0.27
H -1.295 0.471 0.935 0.77 -0.42 -0.15 0.26
H -1.725 2.026 0.768 0.32 0.36 -0.43 0.15
H -0.582 -0.551 -1.496 0.29 -0.26 0.45 0.30
H -0.686 -2.023 -1.075 -0.11 0.60 0.55 0.35
O -0.825 -1.421 -1.815 -0.65 -0.49 -1.33 -0.67
H -0.539 -2.212 1.573 -0.19 -0.15 0.29 0.11
H 0.708 -1.084 0.361 -0.71 0.45 -0.48 0.32
O -0.794 -1.403 1.125 0.61 -0.34 -0.26 -1.05
```
Positions in Å, forces in eV/Å.

Calculated values
- Kohn-Sham gap (eV) = 8.075
- highest occupied orbital energy (eV) = -3.883
- energy relative to the best compared isomer or geometry (same formula, charge and spin) (kcal/mol) = 17.7
- net charge = -1

=====

# 4
Density functional theory data (ωB97M-V/def2-TZVPD) for C42H88FO25PSSb as an isolated structure at a distorted geometry.

XYZ file:
```
159
Properties=species:S:1:pos:R:3:forces:R:3:mulliken_charge:R:1
C 2.426 -3.452 0.991 -0.14 0.10 -0.10 -0.72
C 2.456 -2.673 2.299 -0.04 -0.03 -0.01 -0.05
C 1.100 -2.091 2.701 -0.01 0.17 0.13 -1.21
C 0.338 -1.263 1.659 -0.16 -0.01 0.01 0.07
C 0.896 0.146 1.431 0.13 -0.12 0.09 -0.02
C 1.996 0.241 0.366 0.02 0.24 0.02 -0.50
Sb 1.299 0.887 -1.624 0.93 -0.10 0.57 1.95
F -0.361 -0.191 -1.274 -0.11 -0.11 0.00 -0.78
C 0.331 2.694 -0.863 -0.32 0.15 -0.17 -1.58
C -1.106 2.964 -1.325 0.04 0.18 0.22 -1.15
C -2.170 2.013 -0.759 -0.03 -0.01 -0.25 1.15
C -3.540 2.669 -0.500 -0.13 -0.40 0.18 -0.36
C -4.732 1.879 -1.077 -0.14 0.05 0.09 0.23
C -5.601 1.223 -0.014 0.09 0.04 -0.09 -0.52
O -4.960 0.120 0.604 -0.24 -0.01 0.35 -0.30
C -5.177 -1.116 -0.034 0.14 -0.08 -0.18 -0.33
C 3.225 1.980 -1.964 -0.21 -0.01 -0.43 -1.72
C 4.407 1.059 -1.861 0.06 0.03 0.39 0.65
O 5.584 1.810 -1.390 -0.41 0.35 -0.55 -0.35
C 6.757 1.222 -1.672 -0.30 -0.54 0.65 0.45
O 7.573 1.744 -2.371 0.50 0.39 -0.36 -0.64
C 6.985 -0.109 -0.992 0.21 -0.37 -0.04 -0.48
C 6.362 -0.251 0.399 0.03 0.23 0.04 -0.76
C 2.091 -0.907 -2.727 -0.47 0.28 0.04 -1.10
S 0.750 -1.697 -3.629 0.18 -0.43 -0.33 -0.13
C 0.219 -2.995 -2.497 -0.02 0.09 0.10 0.79
C 1.129 -4.214 -2.483 0.02 0.00 -0.08 -1.36
P 0.346 1.533 -3.979 -0.79 -0.37 0.02 0.26
O -1.123 1.354 -4.267 0.01 0.13 -0.13 -0.60
H 2.242 -2.791 0.143 0.02 -0.02 -0.03 -0.17
H 3.369 -3.972 0.810 -0.05 -0.05 0.01 0.44
H 1.607 -4.177 0.998 0.11 -0.08 -0.01 0.38
H 2.767 -3.360 3.094 0.13 0.16 0.03 0.37
H 3.199 -1.870 2.243 0.02 -0.10 0.00 0.01
H 0.458 -2.906 3.057 0.02 -0.01 -0.14 0.40
H 1.261 -1.437 3.569 -0.05 -0.13 0.03 0.33
H -0.691 -1.172 2.025 0.03 0.01 -0.06 0.43
H 0.262 -1.781 0.699 0.00 -0.01 0.04 -0.52
H 0.066 0.806 1.170 0.03 -0.03 -0.02 -0.38
H 1.277 0.504 2.399 -0.02 0.06 -0.07 0.62
H 2.549 -0.699 0.291 -0.02 0.03 -0.03 -0.36
H 2.727 1.009 0.648 -0.01 -0.05 -0.01 0.48
H 0.974 3.505 -1.224 0.04 -0.09 -0.01 0.54
H 0.380 2.717 0.231 0.07 -0.11 -0.04 0.66
H -1.366 3.993 -1.038 0.04 -0.04 0.04 0.51
H -1.170 2.937 -2.416 -0.03 0.06 0.04 0.20
H -1.801 1.537 0.152 -0.02 0.05 0.02 -0.06
H -2.299 1.201 -1.475 0.10 -0.05 0.07 -0.65
H -3.696 2.715 0.585 0.05 0.29 -0.07 -0.17
H -3.571 3.694 -0.878 0.11 -0.03 0.00 0.54
H -4.357 1.090 -1.735 -0.13 0.11 -0.13 -0.54
H -5.390 2.525 -1.668 0.13 -0.03 -0.06 0.47
H -6.565 0.914 -0.446 0.05 -0.11 0.03 0.21
H -5.821 1.936 0.789 0.04 -0.01 -0.06 0.33
H -4.892 -1.906 0.662 0.01 0.07 0.00 0.28
H -6.236 -1.246 -0.298 0.05 0.00 0.00 0.16
H -4.570 -1.231 -0.940 -0.07 0.06 0.01 0.06
H 3.300 2.786 -1.230 -0.05 -0.13 0.11 0.39
H 3.194 2.443 -2.956 0.06 0.09 0.09 0.48
H 4.234 0.252 -1.143 0.00 0.02 -0.08 -0.45
H 4.656 0.621 -2.831 -0.02 -0.01 0.04 0.42
H 6.602 -0.885 -1.666 0.03 0.03 0.03 0.35
H 8.067 -0.253 -0.953 -0.06 0.03 -0.06 0.30
H 6.315 0.718 0.895 -0.01 -0.07 0.06 0.24
H 6.961 -0.907 1.030 -0.08 -0.07 -0.06 0.47
H 5.344 -0.640 0.357 0.06 -0.01 0.08 -0.01
H 2.773 -0.599 -3.524 0.17 0.14 0.29 0.53
H 2.602 -1.587 -2.042 0.00 -0.11 -0.13 0.32
H 0.126 -2.543 -1.506 -0.14 -0.04 -0.07 -0.68
H -0.781 -3.266 -2.847 0.02 -0.01 0.12 0.36
H 1.282 -4.583 -3.500 -0.01 -0.02 0.06 0.34
H 0.702 -5.020 -1.880 -0.02 0.03 0.02 0.39
H 2.107 -3.972 -2.065 0.03 0.02 -0.02 0.25
H 0.756 2.878 -4.222 0.20 0.01 -0.09 0.00
H 1.152 0.857 -4.937 0.23 0.19 -0.10 0.02
C -4.375 8.453 2.242 -0.02 0.04 -0.05 -0.64
O -4.761 7.093 2.032 -0.01 0.00 0.00 -0.31
C -4.306 6.246 2.958 0.00 0.00 -0.05 0.79
O -3.642 6.548 3.915 0.02 0.01 0.05 -0.55
O -4.715 5.023 2.640 -0.03 -0.03 0.00 -0.26
C -4.286 4.002 3.548 0.02 -0.14 0.00 -0.65
H -4.814 9.009 1.419 0.00 -0.01 0.00 0.21
H -4.759 8.819 3.193 0.02 -0.01 0.02 0.29
H -3.292 8.550 2.228 0.01 -0.01 0.02 0.30
H -4.677 4.191 4.545 0.02 0.03 0.01 0.37
H -3.200 3.951 3.582 0.01 0.05 0.02 0.32
H -4.682 3.069 3.157 -0.03 0.03 -0.05 0.11
C 10.235 1.996 -4.220 -0.07 -0.07 -0.05 -0.25
O 11.557 1.499 -3.930 0.01 0.04 -0.03 -0.37
C 11.979 1.783 -2.708 -0.03 -0.10 0.02 0.82
O 11.380 2.418 -1.879 0.05 0.05 0.06 -0.57
O 13.187 1.235 -2.532 0.00 0.02 -0.03 -0.34
C 13.744 1.461 -1.235 0.07 -0.02 0.01 -0.58
H 10.014 1.661 -5.228 0.05 0.00 -0.01 0.24
H 9.512 1.593 -3.517 0.00 0.05 0.01 0.03
H 10.220 3.083 -4.170 0.02 0.01 0.03 0.26
H 13.112 1.027 -0.462 -0.02 0.01 0.00 0.25
H 13.864 2.527 -1.047 -0.03 0.01 0.01 0.30
H 14.713 0.969 -1.244 0.00 0.00 -0.01 0.23
C -9.199 -1.433 0.827 0.08 0.10 0.07 -0.64
O -9.219 -2.841 0.570 0.00 -0.02 -0.01 -0.35
C -10.105 -3.221 -0.347 0.06 0.02 0.06 0.88
O -10.868 -2.498 -0.936 -0.06 0.01 0.02 -0.56
O -10.010 -4.540 -0.499 -0.01 -0.05 -0.01 -0.34
C -10.911 -5.081 -1.469 -0.10 -0.14 -0.09 -0.50
H -8.434 -1.280 1.583 0.02 -0.05 -0.01 0.24
H -8.941 -0.882 -0.075 -0.05 -0.01 -0.03 0.25
H -10.165 -1.097 1.199 -0.03 -0.01 -0.05 0.35
H -10.720 -4.652 -2.451 -0.02 0.06 0.01 0.28
H -11.945 -4.898 -1.182 0.00 0.06 -0.01 0.18
H -10.728 -6.150 -1.495 0.09 0.01 0.08 0.22
C -2.989 -1.132 -3.988 0.12 0.18 0.03 -0.29
O -3.562 -2.449 -4.147 -0.04 -0.08 0.02 -0.15
C -4.712 -2.493 -4.790 0.07 0.01 0.03 0.69
O -5.331 -1.564 -5.241 -0.04 0.05 -0.01 -0.56
O -5.104 -3.777 -4.868 -0.03 -0.05 -0.01 -0.35
C -6.344 -3.962 -5.547 0.01 -0.06 0.01 -0.64
H -2.065 -1.269 -3.440 0.07 0.03 0.05 -0.31
H -2.775 -0.681 -4.953 -0.03 0.00 0.01 0.50
H -3.665 -0.492 -3.424 -0.05 0.00 -0.05 0.14
H -6.279 -3.607 -6.574 -0.01 0.03 0.00 0.29
H -7.148 -3.435 -5.037 0.00 0.03 -0.01 0.27
H -6.528 -5.033 -5.532 0.00 -0.01 0.00 0.22
C -13.998 -3.960 1.414 0.16 0.19 0.00 -0.60
O -14.341 -5.191 0.768 0.04 0.05 -0.02 -0.24
C -15.228 -5.927 1.433 0.01 -0.03 -0.04 0.77
O -15.737 -5.644 2.485 -0.02 0.02 0.04 -0.54
O -15.459 -7.037 0.731 0.00 -0.01 -0.01 -0.31
C -16.401 -7.928 1.336 -0.01 -0.06 -0.04 -0.63
H -13.269 -3.469 0.774 -0.02 -0.08 -0.09 0.13
H -14.874 -3.324 1.523 -0.04 -0.05 0.04 0.31
H -13.555 -4.148 2.390 -0.07 -0.04 0.03 0.33
H -17.368 -7.443 1.452 0.00 0.02 0.02 0.29
H -16.043 -8.260 2.309 0.00 0.02 0.02 0.29
H -16.481 -8.771 0.657 0.00 0.00 -0.01 0.21
C 5.710 -0.969 5.929 -0.02 -0.04 0.06 -0.53
O 5.964 0.438 6.008 0.01 0.01 0.00 -0.36
C 6.038 1.040 4.821 -0.03 0.05 0.02 0.80
O 5.919 0.502 3.753 0.03 -0.08 -0.08 -0.50
O 6.262 2.337 5.017 0.02 0.01 0.00 -0.34
C 6.361 3.101 3.807 0.00 0.07 0.01 -0.34
H 5.675 -1.316 6.957 0.00 0.01 0.00 0.21
H 4.760 -1.159 5.433 0.00 0.00 -0.03 0.23
H 6.508 -1.472 5.386 0.00 0.01 -0.03 0.28
H 5.437 3.035 3.236 0.00 -0.03 -0.01 0.29
H 7.189 2.744 3.197 0.00 -0.02 -0.01 0.05
H 6.539 4.123 4.122 0.00 0.00 0.01 0.22
C 12.719 4.350 4.423 0.04 -0.01 0.06 -0.63
O 12.323 3.071 3.925 0.00 0.00 0.00 -0.34
C 11.540 3.128 2.841 0.03 -0.02 0.03 0.78
O 11.182 4.139 2.297 -0.04 0.04 -0.03 -0.54
O 11.238 1.887 2.483 0.01 -0.04 -0.02 -0.34
C 10.415 1.784 1.308 -0.06 -0.11 -0.08 -0.27
H 13.341 4.146 5.290 0.00 -0.01 0.00 0.22
H 13.287 4.897 3.672 -0.02 0.01 -0.02 0.29
H 11.849 4.937 4.713 -0.01 0.01 -0.02 0.29
H 10.917 2.197 0.438 -0.01 0.09 0.02 0.20
H 9.462 2.287 1.461 0.02 0.06 0.01 0.16
H 10.249 0.719 1.168 0.00 -0.01 0.03 0.21
```
Positions in Å, forces in eV/Å.

Calculated values
- Kohn-Sham gap (eV) = 6.026
- highest occupied orbital energy (eV) = -4.335
- net charge = -1

=====

The evaluated calculated total energy for the records listed, in turn: -109712.1170 -7659.6517 -9869.0052 -125548.3653 eV.